Entry 1:
Formula: C31H51NO26S3
Source: the Open Molecules 2025 dataset
Level of theory: wB97M-V/def2-TZVPD

Last column: Mulliken charge in e.
Cartesian coordinates (Å):
C 7.708 26.197 -0.873  -0.5491
N 9.050 26.594 -1.214  1.0040
O 9.200 27.287 -2.238  -0.4474
O 10.008 26.180 -0.539  -0.3543
H 7.708 26.363 0.204  -0.1797
H 7.501 25.143 -1.054  0.0709
H 7.106 26.968 -1.353  0.1752
O 8.519 30.249 0.224  -0.6928
S 7.156 29.696 0.251  0.9934
O 6.936 28.574 1.206  -0.1532
O 6.099 30.919 0.406  -0.3468
C 5.325 31.009 -0.770  -0.5133
C 6.237 30.474 -1.902  -0.3759
O 6.802 29.331 -1.314  -0.4258
H 4.440 30.416 -0.539  0.2765
H 5.035 32.039 -0.977  0.3737
H 7.099 31.069 -2.201  0.2790
H 5.703 30.310 -2.838  0.4418
O 9.996 27.062 5.733  -0.4954
S 10.984 27.334 4.676  1.0383
O 12.253 28.006 4.963  -0.5670
O 11.271 26.007 3.713  -0.3685
C 11.037 26.217 2.361  0.1245
C 10.003 27.333 2.288  1.1934
O 10.229 28.131 3.463  -0.4134
H 11.954 26.673 1.987  0.1764
H 10.848 25.299 1.805  -0.0313
H 8.955 27.036 2.342  -0.9283
H 10.120 27.965 1.408  0.1134
O 8.443 32.685 -3.845  -0.5911
S 8.384 31.609 -4.819  1.2310
O 7.332 31.626 -5.791  -0.5717
O 9.873 31.441 -5.553  -0.4627
C 10.844 30.807 -4.620  -0.2489
C 9.981 30.084 -3.530  0.5768
O 8.652 30.150 -4.066  -0.0575
H 11.640 30.255 -5.121  0.2773
H 11.369 31.664 -4.199  0.3385
H 10.015 30.688 -2.623  0.2586
H 10.199 29.022 -3.415  -0.5476
O 2.916 23.435 -0.022  -0.6091
C 3.101 24.666 0.065  0.4476
C 2.818 25.434 1.333  -0.1563
C 3.187 26.850 1.004  -0.6782
C 3.930 26.788 -0.286  0.8561
O 3.847 25.457 -0.829  -0.3691
H 1.775 25.292 1.617  0.3727
H 3.501 25.107 2.117  -0.0256
H 2.263 27.426 1.037  0.3800
H 3.867 27.360 1.687  0.1209
H 3.401 27.477 -0.943  0.3204
H 4.949 27.134 -0.114  -0.5684
O 8.971 22.340 -1.735  -0.6196
C 8.167 22.562 -0.828  0.4181
C 8.377 22.603 0.722  0.3281
C 6.967 22.400 1.133  -0.3389
C 6.085 22.918 0.070  0.5823
O 6.848 22.618 -1.129  -0.3815
H 9.074 21.855 1.100  0.5643
H 8.689 23.628 0.918  -0.5181
H 6.715 21.350 1.289  0.3668
H 6.795 23.022 2.011  0.0506
H 5.152 22.364 -0.039  0.2948
H 5.855 23.982 0.017  -0.5993
O 14.860 23.049 1.026  -0.6350
C 13.798 22.920 0.454  0.4779
C 13.253 21.727 -0.305  -0.5730
C 12.608 22.555 -1.407  -0.6998
C 12.091 23.821 -0.729  1.3223
O 13.062 24.015 0.338  -0.3077
H 14.105 21.101 -0.571  0.2946
H 12.641 21.057 0.298  0.2690
H 13.306 22.902 -2.170  0.2041
H 11.812 22.136 -2.023  0.5152
H 12.056 24.497 -1.584  -0.2264
H 11.052 23.644 -0.452  -0.7005
O 6.741 25.533 2.447  -0.0599
C 6.877 25.811 3.649  0.0281
C 6.700 27.214 4.367  -0.1261
C 6.871 26.793 5.840  -0.8134
C 7.172 25.284 5.855  -0.4451
O 7.479 24.969 4.490  -0.3592
H 7.449 27.969 4.125  0.2167
H 5.683 27.554 4.174  0.3859
H 7.574 27.442 6.363  0.2847
H 5.956 26.979 6.403  0.3556
H 7.978 25.077 6.559  0.2939
H 6.293 24.754 6.222  0.3544
O 15.309 25.110 -3.239  -0.5890
C 14.609 26.035 -2.968  0.5671
C 13.487 26.735 -3.780  -0.8113
C 12.670 27.421 -2.667  0.6824
C 13.515 27.433 -1.443  -0.0843
O 14.593 26.555 -1.759  -0.3837
H 13.876 27.512 -4.438  0.3867
H 12.946 26.022 -4.401  0.3111
H 12.477 28.438 -3.010  0.1505
H 11.710 26.942 -2.476  -0.4337
H 14.058 28.367 -1.301  0.4313
H 12.828 27.282 -0.610  -0.1698
O 6.424 24.497 -6.742  -0.6527
C 6.754 25.657 -6.396  0.2907
C 6.707 26.856 -7.214  -0.3871
C 6.858 27.891 -6.085  -0.4094
C 7.685 27.258 -5.003  1.2510
O 7.289 25.945 -5.165  -0.3354
H 7.536 26.692 -7.902  0.2663
H 5.717 26.831 -7.668  0.3022
H 7.294 28.748 -6.599  0.1831
H 5.883 28.191 -5.703  0.3408
H 8.772 27.232 -5.086  -0.0904
H 7.369 27.614 -4.023  -0.7320

For the LUMO energy, the calculation gives -0.931 eV. Its HOMO energy is -9.736 eV. The calculation puts the molar mass at 949.93 Da. The energy is -120196.274 eV. As for the SMILES: C[N+](=O)[O-].O=S1(=O)OCCO1.O=S1(=O)OCCO1.O=S1(=O)OCCO1.O=C1CCCO1.O=C1CCCO1.O=C1CCCO1.O=C1CCCO1.O=C1CCCO1.O=C1CCCO1. The frontier orbital gap is 8.805 eV. The calculation puts the energy above the lowest of the compared OMol25 structures with the same formula, charge and spin at 325.1 kJ/mol.

=====

Entry 2:
Formula: C2H12N2O3
Source: the Open Molecules 2025 dataset
Level of theory: wB97M-V/def2-TZVPD

Last column: Mulliken charge in e.
Cartesian coordinates (Å):
C -0.361 -1.188 -0.389  -1.4061
N 2.319 -0.071 -0.428  -0.4059
C 1.947 -1.126 0.447  -0.2763
N 0.496 -0.895 0.748  -0.0176
H -0.618 -2.262 -0.372  0.2627
H 0.048 -0.984 -1.373  0.4701
H -1.339 -0.703 -0.331  0.7266
H 1.918 -2.104 -0.013  0.4019
H 2.403 0.782 0.144  0.3238
H 2.555 -1.138 1.366  0.3045
H -3.156 0.622 -0.640  0.2003
H -1.643 0.598 0.502  0.4460
O -2.205 0.576 -0.779  -0.9409
H 0.311 0.039 1.132  0.3708
H 0.864 0.813 -0.945  0.2541
O 0.185 1.437 -1.187  -0.6613
H -0.699 1.039 -1.039  0.4531
H -1.950 1.404 1.769  0.2886
O -1.350 0.687 1.544  -0.7944

For the LUMO energy, the calculation gives -4.582 eV. Its HOMO energy is -9.097 eV. The calculation puts the molar mass at 112.13 Da. The energy is -11384.045 eV. The frontier orbital gap is 4.515 eV. The calculation puts the energy above the lowest of the compared OMol25 structures with the same formula, charge and spin at 743.3 kJ/mol.

=====

Entry 3:
Formula: C2H6FN2
Source: the Open Molecules 2025 dataset
Level of theory: wB97M-V/def2-TZVPD

Last column: Mulliken charge in e.
Cartesian coordinates (Å):
C 0.127 -0.206 -0.382  0.3362
C -0.762 0.379 1.454  -0.2263
N 0.758 0.871 -0.862  -0.3038
N -0.008 -1.360 -0.977  -0.3161
F 0.108 1.286 1.893  -0.2083
H -1.640 0.644 0.985  0.4038
H -0.745 -0.409 2.125  0.3499
H 0.884 1.700 -0.188  0.2656
H 1.078 1.018 -1.736  0.1760
H -0.377 -2.220 -0.610  0.2643
H 0.577 -1.705 -1.703  0.2588

For the LUMO energy, the calculation gives -3.899 eV. Its HOMO energy is -15.656 eV. The calculation puts the molar mass at 77.08 Da. The energy is -7860.082 eV. Its net charge is +1. The frontier orbital gap is 11.757 eV. The calculation puts the energy above the lowest of the compared OMol25 structures with the same formula, charge and spin at 248.9 kJ/mol.

=====

Entry 4:
Formula: H6O3
Source: the Open Molecules 2025 dataset
Level of theory: wB97M-V/def2-TZVPD

Last column: Mulliken charge in e.
Cartesian coordinates (Å):
O -0.481 -2.099 0.030  -0.6245
H -0.327 -1.368 -0.576  0.3039
H 0.395 -2.421 0.257  0.3175
O -0.692 0.752 -0.644  -0.6705
H -0.652 0.644 -1.601  0.3512
H -1.567 1.113 -0.475  0.2772
O 1.492 1.040 1.016  -0.6467
H 0.876 0.922 0.276  0.4119
H 0.955 1.417 1.716  0.2799

For the LUMO energy, the calculation gives 0.308 eV. Its HOMO energy is -10.863 eV. The calculation puts the molar mass at 54.05 Da. The energy is -6239.771 eV. As for the SMILES: O.O.O. The frontier orbital gap is 11.171 eV. The calculation puts the energy above the lowest of the compared OMol25 structures with the same formula, charge and spin at 46.5 kJ/mol.

=====

Entry 5:
Formula: C4H10O2
Source: the Open Molecules 2025 dataset
Level of theory: wB97M-V/def2-TZVPD

Last column: Mulliken charge in e.
Cartesian coordinates (Å):
C -1.849 -1.192 -0.709  -1.0156
C -1.022 -0.176 -0.763  0.8253
C -1.285 0.940 -1.745  -1.2938
C 0.073 0.049 0.218  -0.3646
O 1.101 0.778 -0.371  -0.5202
H -1.659 -2.039 -0.092  0.3238
H -2.620 -1.258 -1.497  0.2497
H -1.096 1.951 -1.334  0.3023
H -2.305 0.882 -2.149  0.3960
H -0.614 0.790 -2.649  0.2469
H -0.275 0.453 1.256  0.1768
H 0.510 -0.964 0.414  0.3643
H 1.909 0.337 -0.009  0.3052
O 2.066 -0.427 2.755  -0.6299
H 2.449 0.320 2.215  0.3127
H 2.861 -1.004 2.762  0.3211

For the LUMO energy, the calculation gives 0.368 eV. Its HOMO energy is -9.207 eV. The calculation puts the molar mass at 90.12 Da. The energy is -8403.673 eV. As for the SMILES: C=C(C)CO.O. The frontier orbital gap is 9.575 eV. The calculation puts the energy above the lowest of the compared OMol25 structures with the same formula, charge and spin at 180.8 kJ/mol.

=====

Entry 6:
Formula: C3H4N4O
Source: the Open Molecules 2025 dataset
Level of theory: wB97M-V/def2-TZVPD

Last column: Mulliken charge in e.
Cartesian coordinates (Å):
C -0.499 0.584 -0.251  0.6080
C 0.380 1.387 1.561  0.0401
C 1.414 -0.384 0.655  0.0806
H -0.364 -1.482 -1.921  0.2361
H -2.193 -1.705 -1.926  0.3031
H 0.347 1.823 2.516  0.4015
H 2.126 -1.198 0.503  0.3678
N -1.154 -0.882 -2.050  -0.4872
N -1.516 -0.079 -0.927  -0.3806
N -0.501 1.664 0.567  -0.4400
N 1.314 0.345 1.818  -0.4328
O 0.647 -0.071 -0.544  -0.2966

For the LUMO energy, the calculation gives -1.191 eV. Its HOMO energy is -8.292 eV. The calculation puts the molar mass at 112.09 Da. The energy is -11178.139 eV. The frontier orbital gap is 7.100 eV. The calculation puts the energy above the lowest of the compared OMol25 structures with the same formula, charge and spin at 562.6 kJ/mol.

=====

Entry 7:
Formula: C13H17N3O5
Source: the Open Molecules 2025 dataset
Level of theory: wB97M-V/def2-TZVPD

Last column: Mulliken charge in e.
Cartesian coordinates (Å):
N 1.942 -2.555 1.393  -0.3968
C 2.585 -2.307 0.288  0.4341
O 3.775 -2.590 0.051  -0.6982
C 1.833 -1.485 -0.720  0.5338
C 2.674 -0.167 -1.001  -0.0526
N 3.957 -0.373 -1.516  -0.7329
C 2.732 0.859 0.269  0.4886
O 3.812 1.405 0.467  -0.6705
N 1.575 1.237 0.882  -0.1315
C 0.315 1.149 0.274  0.3886
C -0.798 0.572 1.304  -1.0337
C -2.096 0.112 0.690  0.6009
C -2.043 -0.878 -0.297  -0.0220
C -3.181 -1.453 -0.748  -0.9487
C -4.469 -1.051 -0.353  0.2679
O -5.653 -1.560 -0.758  -0.5491
C -4.566 0.095 0.500  -0.7418
C -3.326 0.536 1.102  -0.2624
C 0.071 2.476 -0.345  0.4588
O 0.768 3.429 -0.269  -0.5223
O -1.212 2.719 -0.894  -0.5019
H 2.578 -2.800 2.192  0.2680
H 1.029 -2.194 1.764  0.2346
H 1.832 -2.091 -1.635  0.4703
H 0.804 -1.355 -0.444  -0.9239
H 2.074 0.291 -1.778  0.2369
H 4.229 -1.309 -1.192  0.3701
H 4.620 0.265 -1.114  0.3090
H 1.558 2.341 1.162  0.4463
H 0.193 0.464 -0.514  -0.0567
H -0.946 1.203 2.247  0.2904
H -0.267 -0.231 1.663  0.0847
H -1.093 -1.067 -0.767  0.5087
H -3.108 -2.145 -1.602  0.3604
H -5.980 -1.035 -1.504  0.3609
H -5.438 0.343 0.990  0.4403
H -3.328 1.294 1.902  0.3358
H -1.397 1.885 -1.231  0.3559

For the LUMO energy, the calculation gives 0.083 eV. Its HOMO energy is -8.971 eV. The calculation puts the molar mass at 295.30 Da. The energy is -28463.155 eV. As for the SMILES: NC(=O)C[C@H](N)C(=O)N[C@@H](Cc1ccc(O)cc1)C(=O)O. The frontier orbital gap is 9.055 eV. The calculation puts the energy above the lowest of the compared OMol25 structures with the same formula, charge and spin at 378.1 kJ/mol.

=====

Entry 8:
Formula: C37H43N2O4PSrTe
Source: the Open Molecules 2025 dataset
Level of theory: wB97M-V/def2-TZVPD

Last column: Mulliken charge in e.
Cartesian coordinates (Å):
Sr -0.054 0.324 -0.552  1.6896
O -3.658 2.868 2.456  -0.7181
C -4.396 1.760 2.193  0.0413
C -5.762 1.831 2.364  -0.5732
C -6.595 0.725 2.129  -0.4526
C -6.005 -0.469 1.731  -0.7579
C -4.626 -0.558 1.552  -0.5586
C -3.763 0.550 1.749  0.7138
C -2.361 0.486 1.519  0.4273
O -1.831 -0.792 1.163  -0.1999
N -1.540 1.530 1.767  -0.4086
N -0.271 1.454 1.467  -0.3412
C 0.553 2.478 1.914  -1.2760
C 1.937 2.541 1.670  1.3359
C 2.737 3.543 2.326  -1.2065
C 4.101 3.656 2.160  -0.3921
C 4.804 2.787 1.313  -0.7465
C 4.055 1.814 0.629  -0.4480
C 2.699 1.676 0.795  0.0181
O 2.003 0.702 0.066  -0.4290
H -2.705 2.626 2.267  0.5259
H -6.177 2.782 2.685  0.3556
H -7.669 0.808 2.253  0.3354
H -6.621 -1.344 1.549  0.3648
H -4.187 -1.494 1.231  0.3671
H 0.105 3.243 2.542  0.2218
H 2.220 4.235 2.983  0.2838
H 4.636 4.431 2.701  0.3294
H 5.875 2.866 1.173  0.3699
H 4.546 1.140 -0.065  0.2687
O -2.094 -0.442 -1.019  -0.5752
C -1.900 -1.306 -0.149  -0.1588
C 3.817 -3.934 -1.846  -1.5961
C 2.566 -4.447 -1.122  0.4421
C 2.912 -4.702 0.349  -1.5034
P 1.195 -3.197 -1.263  0.8626
C -0.252 -4.166 -0.602  0.7843
C -0.405 -4.047 0.923  -1.7145
C -0.340 -5.620 -1.061  -1.8754
C 0.856 -3.221 -3.098  0.5074
C -0.637 -3.025 -3.396  -1.6308
C 1.645 -2.081 -3.767  -1.2854
H 4.672 -4.583 -1.629  0.4767
H 4.071 -2.921 -1.517  0.2770
H 3.683 -3.912 -2.929  0.3079
H 2.247 -5.381 -1.589  0.3684
H 2.995 -3.761 0.901  0.2535
H 3.872 -5.225 0.428  0.4619
H 2.161 -5.310 0.847  0.2376
H -1.094 -3.594 -0.990  0.2512
H 0.236 -4.751 1.459  0.3906
H -1.443 -4.250 1.204  0.4342
H -0.187 -3.039 1.273  0.2592
H 0.394 -6.249 -0.545  0.3150
H -0.173 -5.730 -2.139  0.3807
H -1.333 -6.026 -0.835  0.4346
H 1.193 -4.180 -3.511  0.4492
H -1.049 -2.168 -2.847  0.2652
H -1.236 -3.898 -3.131  0.3152
H -0.775 -2.832 -4.465  0.4868
H 1.326 -1.108 -3.376  -0.0080
H 1.483 -2.096 -4.852  0.4787
H 2.719 -2.139 -3.581  0.2831
C 2.203 0.671 -1.424  -0.7993
H 3.071 0.038 -1.637  0.1017
H 2.489 1.689 -1.716  0.3526
Te -1.902 2.149 -2.574  0.3006
C -2.874 3.810 -3.450  -0.0521
C -2.815 5.067 -2.863  -0.1822
C -3.448 6.153 -3.465  -0.5664
C -4.145 5.982 -4.651  -0.3780
C -4.217 4.728 -5.235  -0.5369
C -3.584 3.639 -4.634  -0.3294
C -0.090 2.562 -3.588  0.4387
C 0.275 1.811 -4.697  -0.5443
C 1.453 2.104 -5.377  -0.4567
C 2.261 3.147 -4.949  -0.4296
C 1.895 3.900 -3.843  -0.5236
C 0.718 3.609 -3.162  -0.5177
H -2.282 5.199 -1.929  0.4088
H -3.401 7.129 -2.998  0.3580
H -4.637 6.827 -5.117  0.3418
H -4.770 4.589 -6.156  0.3533
H -3.647 2.657 -5.083  0.3329
H -0.346 0.984 -5.017  0.3631
H 1.739 1.510 -6.237  0.3817
H 3.188 3.361 -5.465  0.3614
H 2.533 4.699 -3.491  0.3874
H 0.449 4.178 -2.279  0.3183

For the LUMO energy (spin up / spin down), the calculation gives 3.725 / 3.725 eV. Its HOMO energy (spin up / spin down) is 1.366 / 1.294 eV. The calculation puts the molar mass at 825.95 Da. The energy is -67650.135 eV. Its net charge is -2. The frontier orbital gap (spin up / spin down) is 2.359 / 2.431 eV. The calculation puts the energy above the lowest of the compared OMol25 structures with the same formula, charge and spin at 99.9 kJ/mol.

=====

The lowest energy belongs to which entry?
C31H51NO26S3